Run i
# C3H7N2O

A gas-phase ion, C3H7N2O (charge +1) (the ωB97M-V functional and the def2-TZVPD basis, OMol25).

The geometry in XYZ format:
```
13
Properties=species:S:1:pos:R:3:nbo_charge:R:1
O 0.066 -1.505 -0.936 -0.6917
C 0.613 -0.754 0.005 0.2482
C 0.827 0.751 -0.571 -0.2641
N -0.418 1.335 -0.170 -0.4744
C -1.010 0.578 0.628 0.3943
N -0.356 -0.470 1.022 -0.5561
H -0.161 -2.377 -0.710 0.5033
H 1.598 -1.154 0.488 0.2030
H 1.779 1.165 -0.326 0.2550
H 0.635 0.529 -1.612 0.2549
H -0.848 2.189 -0.342 0.4425
H -2.018 0.928 0.941 0.2478
H -0.705 -1.215 1.582 0.4374
```

As for the net charge: +1. For the molar mass, the calculation gives 87.102 g/mol. As for the HOMO energy: -15.57 eV. As for the multiplicity: 1. As for the lowest unoccupied orbital energy: -3.36 eV. The gap between HOMO and LUMO is 12.2 eV.

***

Run ii
# C3H7N2O

2 unconnected molecules or ions with the total composition C3H7N2O (the ωB97M-V functional and the def2-TZVPD basis, OMol25).

The geometry in XYZ format:
```
13
Properties=species:S:1:pos:R:3:nbo_charge:R:1
C -0.389 1.166 1.317 0.3331
C -1.409 1.100 2.287 -0.7287
C 1.551 -2.035 -2.884 0.8403
N -0.496 0.929 0.098 -0.5796
N 2.556 -2.607 -3.116 -0.7107
O 0.843 -1.361 -2.252 -0.5700
H 0.584 1.380 1.679 0.2274
H -1.153 0.249 2.884 0.2971
H -1.538 1.930 3.073 0.3107
H -2.405 0.944 1.790 0.2506
H 2.799 -3.189 -3.982 0.4416
H -1.296 0.670 -0.457 0.4449
H 0.352 0.825 -0.435 0.4432
```

As for the net charge: +1. For the molar mass, the calculation gives 87.102 g/mol. As for the HOMO energy: -13.99 eV. As for the multiplicity: 1. As for the lowest unoccupied orbital energy: -4.69 eV. The gap between HOMO and LUMO is 9.3 eV.

***

Run iii
# C3H7N2O

A gas-phase ion, C3H7N2O (charge +1) (the ωB97M-V functional and the def2-TZVPD basis, OMol25).

The geometry in XYZ format:
```
13
Properties=species:S:1:pos:R:3:nbo_charge:R:1
C -1.772 -0.367 -0.535 -0.6021
C -0.588 -0.385 0.524 -0.4018
C 0.490 0.782 0.213 -0.0907
O 1.762 0.465 0.785 -0.1987
N 2.811 -0.140 0.063 0.3502
N 3.560 -0.469 -0.681 0.3396
H -1.485 -0.769 -1.472 0.2189
H -2.473 -1.008 -0.073 0.2356
H -2.207 0.685 -0.638 0.2242
H 0.067 -1.314 0.504 0.2127
H -1.075 -0.219 1.428 0.2317
H 0.672 0.993 -0.837 0.2149
H 0.238 1.745 0.718 0.2655
```

As for the net charge: +1. For the molar mass, the calculation gives 87.102 g/mol. As for the HOMO energy: -16.21 eV. As for the multiplicity: 1. As for the lowest unoccupied orbital energy: -7.03 eV. The gap between HOMO and LUMO is 9.2 eV.

***

The relative energies come out as run i 0.000; run ii 0.102; run iii 4.835, with values in eV.

***

Run i
# C30H52O30

10 unconnected molecules or ions with the total composition C30H52O30 (the ωB97M-V functional and the def2-TZVPD basis, OMol25).

The geometry in XYZ format:
```
112
Properties=species:S:1:pos:R:3:mulliken_charge:R:1
C -2.201 -5.054 7.503 -0.6269
O -3.065 -4.677 8.602 -0.2741
C -3.907 -5.591 9.174 0.7345
O -4.013 -6.786 8.854 -0.5643
O -4.695 -4.884 10.018 -0.2795
C -5.643 -5.476 10.859 -0.6143
H -2.811 -5.465 6.698 0.2938
H -1.377 -5.726 7.743 0.2818
H -1.723 -4.165 7.092 0.2419
H -5.357 -6.477 11.180 0.3289
H -6.579 -5.367 10.311 0.2536
H -5.607 -4.845 11.747 0.2245
C 7.911 -5.808 1.747 -0.6449
O 6.648 -5.802 1.076 -0.2885
C 5.548 -5.940 1.829 0.7896
O 5.471 -6.145 3.064 -0.5827
O 4.484 -6.015 1.039 -0.3125
C 3.191 -6.295 1.667 -0.6175
H 8.002 -5.160 2.619 0.2934
H 8.748 -5.558 1.095 0.2490
H 8.090 -6.839 2.051 0.2945
H 3.043 -5.615 2.505 0.3002
H 3.105 -7.352 1.920 0.2762
H 2.392 -6.046 0.969 0.2428
C 0.365 1.566 7.289 -0.6938
O 1.047 1.260 8.451 -0.2861
C 2.043 2.056 8.918 0.7962
O 2.495 3.023 8.378 -0.5678
O 2.455 1.518 9.994 -0.3044
C 3.650 1.969 10.685 -0.6646
H 0.641 0.732 6.643 0.2593
H 0.605 2.427 6.666 0.3446
H -0.715 1.465 7.400 0.2527
H 3.553 1.758 11.750 0.2631
H 3.716 3.057 10.695 0.3178
H 4.557 1.589 10.216 0.2829
C -5.080 -9.420 -4.451 -0.5963
O -3.900 -8.721 -4.866 -0.3035
C -3.631 -7.394 -4.361 0.6830
O -2.613 -6.746 -4.434 -0.5093
O -4.740 -6.971 -3.630 -0.3090
C -4.739 -5.639 -3.100 -0.6010
H -4.809 -10.447 -4.695 0.2739
H -5.959 -9.086 -5.003 0.2707
H -5.377 -9.456 -3.403 0.2852
H -3.832 -5.463 -2.522 0.2794
H -5.671 -5.379 -2.598 0.2485
H -4.713 -4.917 -3.916 0.2785
C 3.029 5.748 2.610 -0.6512
O 2.691 6.100 1.280 -0.3095
C 1.363 6.324 0.928 0.8086
O 0.410 6.263 1.747 -0.5854
O 1.309 6.644 -0.353 -0.2862
C 0.034 6.838 -1.013 -0.6575
H 2.189 5.184 3.015 0.3370
H 3.366 6.603 3.197 0.2555
H 3.775 4.955 2.562 0.2364
H -0.206 7.863 -1.296 0.2768
H -0.761 6.355 -0.445 0.3210
H 0.021 6.362 -1.993 0.2544
C 3.489 6.685 -6.820 -0.6045
O 3.166 8.104 -6.848 -0.2972
C 3.051 8.750 -7.941 0.8283
O 3.367 8.292 -9.040 -0.5991
O 2.701 10.013 -7.630 -0.3226
C 2.755 11.113 -8.590 -0.6282
H 4.521 6.622 -7.164 0.2855
H 2.907 6.054 -7.493 0.2859
H 3.363 6.222 -5.841 0.2324
H 3.524 10.887 -9.330 0.3098
H 3.029 12.001 -8.020 0.2410
H 1.835 11.461 -9.060 0.2690
O 6.017 -0.259 -3.925 -0.5373
C 5.900 -0.011 -2.763 0.6516
O 6.020 -0.859 -1.753 -0.2819
C 6.246 -0.163 -0.611 -0.2356
C 5.600 1.142 -0.947 -0.3571
O 5.697 1.265 -2.304 -0.3085
H 5.641 -0.580 0.195 0.2589
H 7.293 -0.116 -0.310 0.2774
H 6.185 1.992 -0.598 0.2602
H 4.540 1.218 -0.703 0.2728
O -1.933 3.092 -8.259 -0.5921
C -2.142 3.039 -9.472 0.7268
O -2.886 2.204 -10.149 -0.3349
C -2.781 2.476 -11.524 -0.3141
C -1.795 3.631 -11.612 -0.2487
O -1.426 3.739 -10.301 -0.2986
H -2.423 1.531 -11.933 0.2679
H -3.769 2.765 -11.881 0.2431
H -2.288 4.562 -11.894 0.2835
H -1.090 3.295 -12.372 0.2669
O -8.702 -1.648 0.957 -0.5749
C -7.912 -1.419 1.935 0.6455
O -7.837 -2.258 3.034 -0.3062
C -6.899 -1.738 3.898 -0.3025
C -6.695 -0.315 3.491 -0.2066
O -7.206 -0.266 2.138 -0.2918
H -7.346 -1.844 4.887 0.2640
H -5.996 -2.334 3.766 0.2493
H -5.615 -0.174 3.524 0.2592
H -7.091 0.381 4.230 0.2641
O -1.084 -1.311 0.644 -0.5981
C -0.999 -0.617 -0.355 0.7311
O -0.421 -1.101 -1.467 -0.3307
C -0.637 -0.276 -2.510 -0.2393
C -1.114 0.967 -1.862 -0.2529
O -1.444 0.557 -0.592 -0.3115
H 0.226 -0.116 -3.156 0.2773
H -1.411 -0.723 -3.135 0.2259
H -1.992 1.373 -2.363 0.2560
H -0.366 1.760 -1.876 0.2419
```

As for the net charge: 0. For the molar mass, the calculation gives 892.716 g/mol. As for the HOMO energy: -10.50 eV. As for the multiplicity: 1. As for the lowest unoccupied orbital energy: -0.01 eV. The gap between HOMO and LUMO is 10.5 eV.

***

Run ii
# C30H52O30

10 unconnected molecules or ions with the total composition C30H52O30 (the ωB97M-V functional and the def2-TZVPD basis, OMol25).

The geometry in XYZ format:
```
112
Properties=species:S:1:pos:R:3:mulliken_charge:R:1
C -1.368 5.297 3.797 -0.3747
O -0.024 5.319 4.244 -0.3671
C 0.466 4.282 4.882 0.9918
O -0.176 3.288 5.135 -0.6196
O 1.733 4.474 5.175 -0.3259
C 2.413 3.538 5.966 -0.5568
H -1.510 4.551 3.017 -0.0280
H -1.592 6.283 3.400 0.2547
H -2.021 5.097 4.648 0.3612
H 3.378 3.942 6.267 0.2496
H 2.560 2.605 5.419 0.0845
H 1.946 3.279 6.921 0.3801
C 1.683 -4.116 -2.470 -0.5679
O 1.384 -5.045 -3.509 -0.1602
C 2.317 -5.263 -4.410 0.6855
O 3.428 -4.818 -4.443 -0.5414
O 1.817 -6.164 -5.272 -0.3410
C 2.611 -6.555 -6.395 -0.7295
H 0.841 -4.061 -1.787 -0.0554
H 1.913 -3.116 -2.840 0.3501
H 2.572 -4.455 -1.937 0.4636
H 2.912 -5.717 -7.019 0.3254
H 1.970 -7.167 -7.029 0.2358
H 3.404 -7.182 -5.993 0.3167
C -3.986 -0.326 -2.165 0.1828
O -3.446 0.644 -3.069 -0.1310
C -4.310 1.431 -3.710 0.6662
O -5.502 1.423 -3.570 -0.5899
O -3.584 2.230 -4.480 -0.3224
C -4.156 3.330 -5.160 -0.7581
H -4.673 -1.047 -2.603 0.4542
H -4.504 0.175 -1.347 -0.0195
H -3.087 -0.819 -1.803 -0.4505
H -4.356 4.180 -4.505 0.2975
H -5.156 3.083 -5.530 0.3362
H -3.487 3.553 -5.983 0.2498
C 5.690 4.809 3.702 -0.7112
O 4.521 5.410 3.213 -0.3714
C 3.629 4.654 2.581 0.6356
O 3.516 3.456 2.598 -0.3447
O 2.820 5.462 1.913 -0.4370
C 1.664 4.936 1.261 0.5293
H 6.229 5.577 4.263 0.3012
H 6.439 4.496 2.971 0.3229
H 5.576 3.980 4.402 0.2612
H 1.911 4.892 0.201 0.4806
H 0.949 5.755 1.329 0.2899
H 1.353 4.018 1.744 -0.7577
C -2.256 -5.081 -0.287 -0.4718
O -0.895 -4.916 0.122 -0.1854
C -0.664 -4.666 1.389 0.8320
O -1.486 -4.619 2.267 -0.6303
O 0.637 -4.401 1.520 -0.2223
C 1.124 -4.097 2.824 -0.5819
H -2.235 -5.062 -1.373 -0.0197
H -2.966 -4.335 0.067 0.2916
H -2.607 -6.040 0.093 0.3465
H 1.016 -3.022 2.993 0.1111
H 2.186 -4.315 2.817 0.2406
H 0.552 -4.565 3.622 0.3684
C 0.001 1.725 2.534 -0.2891
O -0.666 1.043 1.486 0.0210
C -0.211 -0.051 0.919 0.4509
O 0.757 -0.723 1.207 -0.6033
O -1.026 -0.353 -0.081 -0.0586
C -0.674 -1.424 -0.974 -0.2029
H 0.795 2.385 2.174 -0.3042
H 0.404 1.029 3.266 0.3507
H -0.703 2.446 2.940 0.0774
H -1.575 -1.522 -1.568 0.0260
H -0.502 -2.347 -0.423 -0.0770
H 0.199 -1.157 -1.566 0.3178
O 1.898 0.893 -1.826 -0.5537
C 0.903 1.460 -1.535 0.3324
O -0.341 1.132 -1.977 -0.2998
C -1.275 2.012 -1.361 1.2097
C -0.398 3.156 -0.849 -0.4730
O 0.867 2.568 -0.758 -0.1490
H -2.048 2.431 -1.997 0.5507
H -1.759 1.535 -0.506 -1.0027
H -0.737 3.626 0.073 0.1020
H -0.446 3.943 -1.612 0.2986
O -3.113 4.307 1.139 -0.5554
C -3.475 3.202 1.403 0.4910
O -3.996 2.885 2.609 -0.3537
C -4.025 1.473 2.713 -0.2921
C -3.950 0.988 1.272 -0.0977
O -3.421 2.141 0.593 -0.0357
H -3.149 1.125 3.263 0.1309
H -4.947 1.147 3.190 0.3803
H -4.909 0.748 0.809 0.4889
H -3.261 0.161 1.115 -0.1088
O -1.854 -3.164 -3.335 -0.4295
C -1.718 -3.956 -4.219 0.6032
O -2.260 -5.184 -4.154 -0.3539
C -1.937 -5.976 -5.289 -0.2940
C -1.109 -4.963 -6.117 0.0349
O -1.001 -3.801 -5.320 -0.3229
H -1.384 -6.890 -5.092 0.2776
H -2.834 -6.173 -5.876 0.2713
H -1.603 -4.693 -7.050 0.3727
H -0.126 -5.391 -6.299 -0.1478
O 6.369 1.493 3.099 -0.5858
C 5.382 0.819 3.035 0.6578
O 4.636 0.391 4.081 -0.4015
C 3.588 -0.477 3.626 -0.0593
C 3.683 -0.301 2.103 0.3841
O 4.822 0.503 1.876 -0.3749
H 3.755 -1.505 3.944 0.2356
H 2.605 -0.163 3.974 0.1174
H 2.841 0.230 1.667 -0.2467
H 3.814 -1.259 1.598 0.2653
```

As for the net charge: 0. For the molar mass, the calculation gives 892.716 g/mol. As for the HOMO energy: -10.41 eV. As for the multiplicity: 1. As for the lowest unoccupied orbital energy: 0.35 eV. The gap between HOMO and LUMO is 10.8 eV.

***

The relative energies come out as run i 5.526; run ii 0.000, with values in eV.

***

Run i
# C9H11N4

A gas-phase ion, C9H11N4 (charge +1) (the ωB97M-V functional and the def2-TZVPD basis, OMol25).

The geometry in XYZ format:
```
24
Properties=species:S:1:pos:R:3:nbo_charge:R:1
C -2.487 1.207 0.068 -0.6829
C -1.556 -0.052 -0.423 -0.0074
C -2.295 -1.538 -0.590 -0.2087
C -1.364 -2.852 -1.039 -0.1901
C 0.243 -2.788 -1.358 -0.2130
C 0.974 -1.303 -1.192 -0.2195
C 0.053 -0.012 -0.743 -0.1154
C 0.876 1.432 -0.574 -0.2909
N 1.632 1.311 0.741 -0.1554
C 1.144 0.465 1.904 0.2128
N 2.136 0.525 3.045 -0.1371
N 3.098 1.388 2.475 0.0555
N 2.827 1.864 1.176 -0.1549
H -1.926 2.235 0.149 0.2238
H -3.004 0.976 1.114 0.2538
H -3.361 1.355 -0.717 0.2629
H -3.446 -1.648 -0.384 0.2591
H -1.891 -3.919 -1.127 0.2568
H 0.894 -3.709 -1.697 0.2662
H 2.126 -1.200 -1.392 0.2436
H 1.577 1.570 -1.516 0.2709
H 0.128 2.360 -0.594 0.2703
H 0.180 -0.183 2.046 0.3164
H 3.441 2.515 0.626 0.4832
```

As for the net charge: +1. For the molar mass, the calculation gives 175.215 g/mol. As for the HOMO energy: -11.89 eV. As for the multiplicity: 1. As for the lowest unoccupied orbital energy: -5.12 eV. The gap between HOMO and LUMO is 6.8 eV.

***

Run ii
# C9H11N4

A gas-phase ion, C9H11N4 (charge +1) (the ωB97M-V functional and the def2-TZVPD basis, OMol25).

The geometry in XYZ format:
```
24
Properties=species:S:1:pos:R:3:nbo_charge:R:1
N -4.517 -2.050 -1.928 -0.2375
C -3.566 -1.448 -1.743 0.2299
C -2.345 -0.743 -1.626 -0.3014
C -1.228 -1.336 -1.687 -0.0999
C 0.168 -0.752 -1.732 -0.4670
C 0.427 -0.424 -0.227 -0.0134
C -0.328 -1.153 0.858 0.0133
N 0.016 -0.811 2.085 -0.4175
C 0.712 0.217 2.422 -0.0158
C 1.348 1.009 1.515 0.1424
N 2.038 2.084 1.926 -0.7810
C 1.137 0.787 0.143 0.1974
N 1.538 1.714 -0.761 -0.7834
H -2.230 0.330 -1.490 0.2343
H -1.259 -2.377 -1.529 0.2042
H 0.232 0.199 -2.258 0.2151
H 0.856 -1.401 -2.240 0.2634
H -0.848 -2.066 0.374 0.2787
H -0.556 -1.440 2.772 0.4600
H 0.882 0.476 3.404 0.2287
H 2.311 2.288 2.891 0.4374
H 2.434 2.469 1.037 0.4065
H 1.299 1.758 -1.713 0.4124
H 1.480 2.668 -0.492 0.3931
```

As for the net charge: +1. For the molar mass, the calculation gives 175.215 g/mol. As for the HOMO energy: -12.72 eV. As for the multiplicity: 1. As for the lowest unoccupied orbital energy: -3.66 eV. The gap between HOMO and LUMO is 9.1 eV.

***

The relative energies come out as run i 10.909; run ii 0.000, with values in eV.

***

Run i
# CH6N2

A molecular structure, CH6N2 (the ωB97M-V functional and the def2-TZVPD basis, OMol25).

The geometry in XYZ format:
```
9
Properties=species:S:1:pos:R:3:mulliken_charge:R:1
N -1.515 0.889 0.619 -0.4796
C -0.765 0.344 -0.420 -0.3031
N 1.400 -0.795 -0.282 -0.6826
H -0.612 -0.038 0.739 0.3248
H -1.015 1.774 0.777 0.3234
H 2.386 -0.999 -0.365 0.0888
H 0.582 0.054 -0.762 0.3697
H -1.569 -0.134 -0.965 0.2261
H 1.108 -1.096 0.659 0.1325
```

As for the net charge: 0. For the molar mass, the calculation gives 46.073 g/mol. As for the HOMO energy: -8.00 eV. As for the multiplicity: 1. As for the lowest unoccupied orbital energy: -0.99 eV. The gap between HOMO and LUMO is 7.0 eV.

***

Run ii
# CH6N2

A molecular structure, CH6N2 (the ωB97M-V functional and the def2-TZVPD basis, OMol25).

The geometry in XYZ format:
```
9
Properties=species:S:1:pos:R:3:nbo_charge:R:1
C -0.230 -0.779 -0.343 0.0140
N -1.410 -0.109 -0.239 -0.8890
N 0.803 0.551 0.592 -0.9924
H -1.610 0.385 -1.110 0.3250
H -0.290 0.854 0.635 0.4503
H 1.271 0.467 1.496 0.3826
H 1.290 1.182 -0.042 0.3790
H 0.264 -0.914 -1.314 0.1626
H -0.088 -1.639 0.325 0.1677
```

As for the net charge: 0. For the molar mass, the calculation gives 46.073 g/mol. As for the HOMO energy: -8.41 eV. As for the multiplicity: 1. As for the lowest unoccupied orbital energy: 1.02 eV. The gap between HOMO and LUMO is 9.4 eV.

***

The relative energies come out as run i 4.785; run ii 0.000, with values in eV.